The following is a quantum chemistry calculation of C46H51LaN6O3P2S as an isolated structure in a non-equilibrium geometry, from the Open Molecules 2025 dataset.

Structure (XYZ):
```
110
Properties=species:S:1:pos:R:3
La 1.069 -2.160 1.064
C -0.931 1.603 -2.464
C -0.137 1.804 -1.141
P -0.660 0.590 0.161
C -2.478 0.606 0.052
C -3.051 -0.504 -0.630
C -4.400 -0.644 -0.655
C -5.258 0.256 -0.113
C -4.680 1.353 0.537
C -3.330 1.617 0.628
C -0.386 1.390 1.803
C -0.986 0.951 3.008
C -0.557 1.385 4.245
C 0.445 2.316 4.293
C 1.040 2.730 3.104
C 0.656 2.284 1.879
C -1.938 2.758 -2.686
P -2.868 2.675 -4.205
C -3.699 4.331 -3.974
C -4.994 4.316 -3.522
C -5.648 5.582 -3.338
C -4.987 6.714 -3.435
C -3.666 6.702 -3.844
C -3.082 5.580 -4.237
C -1.602 3.250 -5.446
C -0.377 3.805 -5.077
C 0.500 4.342 -6.037
C 0.100 4.348 -7.378
C -1.078 3.720 -7.765
C -1.925 3.160 -6.818
H -1.448 0.632 -2.455
H -0.189 1.496 -3.223
H -0.164 2.805 -0.753
H 0.905 1.671 -1.361
H -2.447 -1.261 -1.139
H -4.792 -1.605 -1.064
H -6.332 0.179 -0.142
H -5.356 2.151 1.010
H -2.949 2.476 1.090
H -1.663 0.118 3.021
H -1.066 0.874 5.092
H 0.845 2.635 5.211
H 1.859 3.437 3.156
H 1.057 2.655 0.961
H -1.459 3.799 -2.528
H -2.685 2.657 -1.990
H -5.502 3.279 -3.464
H -6.739 5.636 -3.109
H -5.631 7.602 -3.343
H -3.217 7.724 -3.893
H -1.982 5.574 -4.634
H -0.162 3.901 -4.042
H 1.364 4.847 -5.641
H 0.849 4.767 -8.051
H -1.428 3.747 -8.820
H -2.862 2.720 -7.118
O 2.833 -0.937 2.505
C 3.968 -1.037 2.972
C 4.145 -1.252 4.426
C 4.763 0.066 4.855
C 4.156 1.263 4.015
C 4.826 1.721 2.734
C 4.842 0.713 1.613
N 5.029 -0.655 2.225
H 4.707 -2.149 4.681
H 3.182 -1.338 4.826
H 5.830 0.093 4.749
H 4.614 0.164 5.959
H 4.118 2.062 4.749
H 3.152 0.967 3.792
H 5.825 2.029 3.050
H 4.352 2.666 2.560
H 5.664 0.872 0.876
H 3.898 0.726 1.043
H 5.844 -0.614 2.827
N -3.507 -1.968 2.549
C -2.241 -2.339 2.677
O -1.409 -2.134 1.730
C -1.748 -2.892 3.872
C -0.425 -3.182 3.712
N 0.706 -3.290 3.555
C -2.501 -3.418 4.949
N -3.264 -3.821 5.717
H -4.213 -2.187 3.239
H -3.899 -1.612 1.669
O 2.354 -0.885 -0.941
S 1.411 -1.519 -1.946
N 0.494 -2.512 -1.388
C -0.800 -5.359 0.625
N 0.022 -6.333 -0.033
C 0.574 -7.247 0.980
C 1.017 -5.686 -0.868
C 2.361 -5.393 -0.208
C 3.436 -6.209 -0.573
C 4.752 -5.880 -0.258
C 4.952 -4.790 0.680
C 3.814 -4.073 1.101
C 2.472 -4.277 0.600
H -1.685 -5.891 1.102
H -1.163 -4.639 -0.095
H -0.177 -4.722 1.309
H -0.186 -7.567 1.656
H 1.316 -6.692 1.525
H 1.144 -7.993 0.419
H 0.590 -4.793 -1.304
H 1.221 -6.324 -1.693
H 3.337 -7.005 -1.375
H 5.589 -6.475 -0.737
H 5.952 -4.374 0.731
H 4.052 -3.253 1.784
```

The HOMO energy is -7.327 eV. The multiplicity is 1. Its total energy is -3450.16550 Eh.

Here are the Löwdin charges for atoms 1 to 6, given in e:
1 La 1.877
2 C -0.273
3 C -0.334
4 P 1.018
5 C -0.350
6 C -0.127

---

The following is a quantum chemistry calculation of C26H19Cl2HfIN11O2S as an isolated structure in a non-equilibrium geometry, from the Open Molecules 2025 dataset.

Structure (XYZ):
```
63
Properties=species:S:1:pos:R:3
Hf 0.066 0.061 0.954
N -2.785 -0.680 -2.527
C -2.127 -0.093 -1.537
N -1.265 -0.750 -0.769
C -0.875 -2.023 -1.164
N -0.155 -2.793 -0.405
N 0.082 -2.193 0.820
C 0.768 -2.827 1.685
C 0.857 -2.223 3.026
C 1.496 -2.856 4.064
C 1.456 -2.264 5.322
C 0.743 -1.094 5.484
C 0.126 -0.523 4.377
N 0.202 -1.054 3.164
C -1.307 -2.545 -2.456
C -0.789 -3.714 -3.018
C -1.262 -4.159 -4.233
C -2.270 -3.449 -4.892
C -2.795 -2.298 -4.344
C -2.303 -1.851 -3.123
H -3.507 -0.159 -3.000
H -2.532 0.832 -1.156
H 1.216 -3.792 1.474
H 2.006 -3.797 3.896
H 1.961 -2.725 6.161
H 0.660 -0.613 6.450
H -0.456 0.383 4.474
H -0.019 -4.252 -2.480
H -0.856 -5.058 -4.677
H -2.643 -3.802 -5.845
H -3.574 -1.742 -4.853
S -2.215 0.921 1.806
C -1.133 2.087 2.555
C -1.521 3.259 3.194
C -0.541 4.082 3.713
C 0.804 3.718 3.614
C 1.118 2.541 2.982
N 0.166 1.753 2.460
H -2.571 3.512 3.252
H -0.817 5.013 4.192
H 1.588 4.348 4.011
H 2.139 2.194 2.871
N -1.121 5.946 0.903
C -0.735 5.075 0.246
N -0.304 4.107 -0.553
C -0.040 2.916 -0.327
N 0.254 1.771 -0.264
I 0.036 3.868 -6.192
C 0.036 2.462 -4.700
C 1.050 1.604 -4.360
N 0.595 0.866 -3.325
N -0.648 1.200 -2.964
C -1.004 2.169 -3.795
H 2.036 1.475 -4.777
H 1.103 0.197 -2.767
H -1.976 2.639 -3.719
Cl 5.084 -0.375 1.199
C 3.953 -0.924 -0.020
Cl 3.893 -2.711 -0.099
C 2.522 -0.469 0.245
O 1.681 -0.530 -0.678
O 2.166 -0.087 1.415
H 4.280 -0.573 -0.989
```

The HOMO energy is -10.896 eV. The multiplicity is 1. Its total energy is -3419.29595 Eh. As for the charge: +1.

Here are the Löwdin charges for atoms 1 to 6, given in e:
1 Hf 1.499
2 N 0.145
3 C -0.162
4 N -0.011
5 C -0.279
6 N 0.107

---

The following is a quantum chemistry calculation of a 4-piece molecular cluster, C28H37N2O13 overall in a non-equilibrium geometry, from the Open Molecules 2025 dataset.

Structure (XYZ):
```
80
Properties=species:S:1:pos:R:3
C 2.384 1.189 -3.229
O 1.808 0.303 -4.252
C 2.305 -1.078 -4.146
C 1.625 -1.775 -2.828
C 0.588 -3.004 -3.145
C 0.274 -3.998 -1.881
C 0.025 -3.247 -0.446
C 0.499 -4.343 0.726
C 1.972 -3.917 1.310
C 3.204 -4.032 0.233
C 4.318 -2.806 0.459
N 5.554 -3.209 -0.346
N 6.677 -2.445 -0.053
H 3.109 2.005 -3.662
H 1.494 1.749 -2.667
H 2.978 0.623 -2.374
H 3.487 -1.105 -3.979
H 2.111 -1.661 -5.162
H 2.514 -2.163 -2.134
H 1.020 -0.996 -2.156
H -0.400 -2.587 -3.668
H 1.111 -3.682 -3.977
H -0.723 -4.597 -2.149
H 1.113 -4.840 -1.799
H -1.100 -2.915 -0.266
H 0.679 -2.295 -0.258
H -0.324 -4.297 1.589
H 0.505 -5.413 0.218
H 2.213 -4.681 2.192
H 1.922 -2.823 1.783
H 3.796 -5.065 0.330
H 2.885 -3.950 -0.896
H 4.570 -2.668 1.593
H 3.915 -1.814 -0.049
H 5.396 -3.127 -1.387
H 5.791 -4.211 -0.159
H 6.535 -1.489 -0.452
H 6.745 -2.315 0.982
C -4.081 -3.793 4.091
C -5.005 -2.843 4.251
C -5.534 -2.075 3.090
O -6.397 -1.222 3.265
C -4.986 -2.376 1.758
C -4.060 -3.323 1.599
C -3.552 -4.109 2.756
O -2.713 -4.986 2.576
O -3.539 -3.609 0.350
O -5.506 -2.538 5.503
H -3.690 -4.360 4.926
H -5.367 -1.798 0.925
H -2.889 -4.330 0.498
H -6.160 -1.821 5.355
C -2.183 4.124 -1.520
C -1.529 3.490 -2.496
C -1.081 4.209 -3.720
O -0.465 3.604 -4.591
C -1.406 5.639 -3.838
C -2.064 6.271 -2.864
C -2.487 5.559 -1.628
O -3.074 6.172 -0.742
O -2.376 7.615 -2.970
O -1.241 2.141 -2.403
H -2.512 3.614 -0.624
H -1.091 6.145 -4.742
H -2.849 7.838 -2.139
H -0.762 1.919 -3.231
C -0.893 5.719 4.199
C -1.654 4.948 3.420
C -1.093 4.271 2.218
O -1.812 3.554 1.531
C 0.324 4.499 1.896
C 1.084 5.273 2.674
C 0.531 5.927 3.891
O 1.259 6.618 4.596
O 2.417 5.493 2.376
O -2.993 4.750 3.702
H -1.286 6.216 5.077
H 0.714 4.015 1.010
H 2.748 6.084 3.088
H -3.323 4.155 2.994
```

The HOMO energy is -11.191 eV. The multiplicity is 1. Its total energy is -2176.25899 Eh. As for the charge: +1.

Here are the Löwdin charges for atoms 1 to 6, given in e:
1 C -0.121
2 O -0.248
3 C -0.210
4 C -0.195
5 C -0.210
6 C -0.220

---

The following is a quantum chemistry calculation of an isolated ion of composition C7H10 and charge +1 in a non-equilibrium geometry, from the Open Molecules 2025 dataset.

Structure (XYZ):
```
17
Properties=species:S:1:pos:R:3
C 1.233 -0.343 0.858
C 1.423 -1.627 1.123
C -0.702 0.546 -0.405
C 0.635 0.158 -0.412
C 1.601 0.510 -1.439
C -2.980 0.548 0.379
C -1.672 0.191 0.537
H 1.416 0.412 1.614
H 1.006 -2.379 0.463
H 1.921 -1.904 2.042
H -1.061 1.019 -1.322
H 2.069 -0.239 -2.090
H 1.132 1.096 -2.248
H 2.403 1.126 -1.036
H -3.328 1.126 -0.460
H -3.763 0.136 1.004
H -1.334 -0.376 1.393
```

The HOMO energy (alpha / beta) is -14.363 / -14.512 eV. The multiplicity is 2. Its total energy is -272.34702 Eh. As for the charge: +1.

Here are the Löwdin charges for atoms 1 to 6, given in e:
1 C -0.140
2 C 0.073
3 C 0.016
4 C -0.173
5 C -0.006
6 C 0.188

---

- Which formula does entry 1 have?
  C46H51LaN6O3P2S